{
  "formula": "C9H8F6NO4S",
  "method": "ωB97M-V with the def2-TZVPD basis set",
  "total_energy_ev": -46280.0054,
  "homo_energy_ev": -3.73,
  "total_charge": -1,
  "e_lumo_ev": 2.7,
  "orbital_gap_ev": 6.428,
  "species": ["S", "F", "F", "F", "F", "F", "F", "O", "O", "O", "O", "N", "C", "C", "C", "C", "C", "C", "C", "C", "C", "H", "H", "H", "H", "H", "H", "H", "H"],
  "positions_angstrom": [[-0.686, -3.487, 0.888], [3.011, 1.599, 0.418], [1.083, -0.102, 1.023], [2.295, 4.253, -0.579], [-0.590, 1.295, 0.475], [1.348, 2.811, 1.242], [2.643, 2.673, -2.094], [-0.653, 4.028, -1.054], [0.213, 3.181, -2.905], [-2.047, -3.641, 0.307], [1.642, -0.067, -1.992], [-0.591, -0.444, -1.956], [-0.370, -4.944, 1.905], [0.600, 0.110, -1.366], [0.380, 3.409, -1.741], [0.666, 0.869, 0.036], [1.728, 2.037, 0.127], [-2.360, 1.422, -2.324], [1.775, 3.042, -1.098], [-1.499, 0.548, -2.293], [-0.818, -2.317, 2.249], [-0.292, -5.811, 1.249], [0.134, -2.268, 2.779], [-1.054, -1.336, 1.839], [-1.191, -5.093, 2.608], [-1.291, 3.373, -0.703], [-1.610, -2.625, 2.935], [-3.035, 2.297, -2.420], [0.569, -4.814, 2.446]],
  "nbo_charge": [1.276, -0.301, -0.354, -0.336, -0.324, -0.329, -0.284, -0.732, -0.449, -0.976, -0.577, -0.706, -0.837, 0.581, 0.709, 0.556, 0.593, -0.559, 0.559, 0.201, -0.834, 0.232, 0.223, 0.261, 0.219, 0.525, 0.215, 0.228, 0.219]
}

{
  "formula": "C2H3N3O2",
  "method": "ωB97M-V with the def2-TZVPD basis set",
  "smiles": "Nn1oncc1=O",
  "total_energy_ev": -10682.5281,
  "homo_energy_ev": -10.42,
  "total_charge": 0,
  "e_lumo_ev": -0.4,
  "orbital_gap_ev": 10.029,
  "species": ["O", "O", "N", "N", "N", "C", "C", "H", "H", "H"],
  "positions_angstrom": [[-0.049, -0.872, 1.774], [0.265, 0.567, -1.390], [0.055, 0.788, 0.238], [1.349, 1.160, 0.624], [-0.584, -0.349, -1.648], [-1.045, -0.990, -0.556], [-0.424, -0.479, 0.666], [1.856, 0.417, 1.034], [0.973, 1.764, 1.451], [-1.478, -2.122, -0.720]],
  "nbo_charge": [-0.558, -0.166, -0.048, -0.600, 0.028, -0.190, 0.547, 0.360, 0.378, 0.249]
}

{
  "formula": "C38H85Cl2N6",
  "method": "ωB97M-V with the def2-TZVPD basis set",
  "total_energy_ev": -74762.9058,
  "homo_energy_ev": -9.26,
  "total_charge": 1,
  "e_lumo_ev": -4.6,
  "orbital_gap_ev": 4.647,
  "species": ["Cl", "Cl", "N", "N", "N", "N", "N", "N", "C", "C", "C", "C", "C", "C", "C", "C", "C", "C", "C", "C", "C", "C", "C", "C", "C", "C", "C", "C", "C", "C", "C", "C", "C", "C", "C", "C", "C", "C", "C", "C", "C", "C", "C", "C", "C", "C", "H", "H", "H", "H", "H", "H", "H", "H", "H", "H", "H", "H", "H", "H", "H", "H", "H", "H", "H", "H", "H", "H", "H", "H", "H", "H", "H", "H", "H", "H", "H", "H", "H", "H", "H", "H", "H", "H", "H", "H", "H", "H", "H", "H", "H", "H", "H", "H", "H", "H", "H", "H", "H", "H", "H", "H", "H", "H", "H", "H", "H", "H", "H", "H", "H", "H", "H", "H", "H", "H", "H", "H", "H", "H", "H", "H", "H", "H", "H", "H", "H", "H", "H", "H", "H"],
  "positions_angstrom": [[2.311, 7.034, -1.665], [1.172, 4.536, -2.986], [1.251, -5.970, 0.153], [-3.791, -1.424, 6.298], [2.277, -0.126, 1.993], [-3.013, 6.781, -4.240], [-1.775, 0.575, -0.561], [2.412, 0.536, -6.645], [0.463, 8.541, -2.851], [-0.886, 6.144, -3.442], [-0.745, 1.577, -0.368], [-0.077, -4.661, 1.905], [-1.684, 6.694, -4.416], [-3.818, -3.230, 4.481], [-1.372, -2.231, 6.553], [1.363, 7.345, -3.125], [2.921, -0.541, -7.478], [1.834, -1.687, 3.978], [-3.640, 6.354, -3.133], [0.610, 6.077, -3.655], [-1.518, 5.683, -2.284], [-2.384, -1.084, 6.420], [4.068, -1.397, -6.931], [-3.222, 2.077, -1.884], [-2.896, 5.793, -2.130], [0.856, -8.214, -0.823], [0.989, 1.165, -4.723], [-0.491, -4.942, -1.417], [-1.682, -0.592, 0.301], [4.692, -0.332, 2.808], [1.797, 0.078, -5.413], [1.986, 1.123, 2.667], [0.972, -5.269, -1.088], [-0.917, 2.591, 0.774], [1.265, -5.159, 1.354], [3.673, -0.360, 1.664], [1.540, -1.253, 2.538], [-4.231, -1.839, 4.980], [-3.119, 1.083, -0.737], [-4.341, -2.225, 7.377], [0.580, -7.247, 0.318], [2.449, 2.345, 1.889], [-4.145, -1.591, 8.746], [-2.037, -0.431, 1.781], [3.264, 1.706, -6.518], [4.431, 1.644, -5.524], [-0.187, 3.396, 0.646], [-4.711, 6.476, -3.094], [1.071, -2.394, 4.310], [2.385, 1.177, 3.692], [-0.640, 2.144, -1.301], [-0.508, -3.876, 1.283], [2.630, 2.555, -6.242], [-4.268, 2.328, -2.065], [1.084, 9.370, -2.521], [0.443, -9.194, -0.584], [-4.521, -0.567, 8.751], [2.524, -0.331, -4.694], [-3.000, 0.063, 1.923], [1.129, -0.747, -5.672], [5.702, -0.287, 2.397], [-5.413, -2.325, 7.187], [1.688, -2.107, 1.870], [1.818, -0.842, 4.669], [1.929, -8.323, -0.983], [-0.571, -4.637, -2.462], [-2.102, -1.415, 2.250], [4.830, 2.648, -5.363], [-1.216, -2.759, 5.613], [-0.661, -0.976, 0.222], [-3.530, 1.548, 0.175], [3.646, 1.942, -7.514], [-2.121, -0.468, 5.555], [2.798, -2.186, 4.068], [-3.378, 5.429, -1.235], [-0.406, -1.831, 6.868], [-2.270, -0.429, 7.287], [-3.566, 7.177, -4.990], [3.730, -1.321, 1.148], [4.636, -1.220, 3.436], [1.627, 1.961, -4.335], [-0.080, 8.858, -3.743], [-1.910, 3.046, 0.787], [-0.882, -4.127, -0.809], [-3.884, -1.088, 4.263], [0.400, -7.888, -1.759], [2.062, 7.624, -3.910], [4.201, -2.275, -7.565], [0.442, 0.742, -3.878], [-3.763, 0.228, -0.958], [0.898, 1.171, 2.766], [0.268, 1.606, -5.414], [5.250, 1.024, -5.884], [3.533, 2.459, 1.869], [0.207, 1.055, -0.242], [3.972, 0.384, 0.921], [1.761, -5.743, 2.136], [0.071, -4.240, 2.902], [4.561, 0.543, 3.447], [3.864, -1.752, -5.920], [-4.033, -4.005, 5.216], [1.380, -5.863, -1.909], [4.117, 1.258, -4.553], [2.045, 3.247, 2.353], [3.221, -0.108, -8.436], [2.086, 2.294, 0.860], [-1.683, -2.960, 7.302], [5.015, -0.859, -6.921], [1.557, -4.346, -1.081], [-0.734, 2.145, 1.747], [0.953, -7.686, 1.247], [-2.804, 1.654, -2.799], [2.075, -1.198, -7.701], [-0.249, 8.339, -2.051], [-3.096, -1.574, 9.046], [-0.805, -5.467, 1.997], [0.826, 5.981, -4.716], [-4.689, -2.161, 9.498], [-1.140, -5.808, -1.280], [-0.510, -7.145, 0.442], [-1.274, 7.062, -5.345], [0.476, -1.006, 2.467], [-3.935, -3.249, 7.400], [-2.758, -3.280, 4.231], [-2.324, -1.367, -0.131], [-0.927, 5.231, -1.498], [-2.688, 3.005, -1.663], [1.917, -4.300, 1.168], [-1.279, 0.132, 2.324], [-5.324, -1.780, 4.965], [-4.377, -3.474, 3.575]],
  "mulliken_charge": [-0.139, -0.044, 0.224, 0.151, 0.539, 0.025, 0.444, 0.090, -1.372, -0.149, -0.376, -0.190, -0.362, -0.801, -0.494, 0.195, -0.679, -1.267, -0.431, -0.251, -0.229, -0.742, -0.985, -1.085, -0.611, -1.439, -1.156, -0.651, -0.858, -1.041, -0.425, -0.278, -0.736, -1.122, -1.031, -0.635, 0.679, -0.554, -0.468, -0.378, -0.308, -1.543, -1.438, -0.528, -0.683, -0.947, 0.296, 0.421, 0.263, 0.361, -0.019, -0.202, 0.304, 0.479, 0.429, 0.443, 0.336, 0.256, 0.566, 0.467, 0.404, 0.473, 0.165, 0.347, 0.335, 0.398, 0.355, 0.373, -0.144, 0.288, 0.315, 0.375, 0.282, 0.237, 0.514, 0.367, 0.347, 0.294, 0.400, 0.251, 0.101, 0.309, 0.328, -0.024, 0.187, 0.290, 0.317, 0.401, 0.426, 0.528, 0.209, 0.302, 0.277, 0.406, 0.366, 0.405, 0.363, 0.159, 0.263, 0.275, 0.380, 0.347, 0.228, 0.458, 0.359, 0.168, 0.303, 0.227, 0.328, 0.187, 0.451, 0.303, 0.409, 0.350, 0.291, 0.481, 0.502, 0.439, 0.247, 0.255, 0.519, -0.759, 0.272, -0.058, 0.351, 0.703, -0.095, 0.278, -0.302, 0.380, 0.413]
}